Entry w
{
  "formula": "C4H6N2O2",
  "method": "the ωB97M-V functional and the def2-TZVPD basis",
  "spin_multiplicity": 1,
  "lumo_energy_ev": -1.075,
  "total_charge": 0,
  "elements": ["C", "C", "C", "C", "H", "H", "H", "H", "H", "H", "N", "N", "O", "O"],
  "positions_angstrom": [[2.59796, 0.95600, -0.07998], [2.17919, -0.36580, -0.00630], [-0.52367, -0.02758, -0.08111], [-2.75947, -0.15621, 0.03003], [3.73552, 0.88892, 0.25228], [1.58227, 1.73378, -0.99189], [2.88735, -1.30611, 0.40978], [0.58767, -1.83930, 0.86523], [-3.40820, -0.11773, -0.75036], [-3.03618, -0.48909, 1.16351], [0.66458, -0.69929, -0.41992], [-0.72770, 1.21098, 0.00863], [-2.20998, 1.15863, -0.07418], [-1.56935, -0.94719, -0.32573]]
}

=====

Entry x
{
  "formula": "C4H6N2O2",
  "method": "the ωB97M-V functional and the def2-TZVPD basis",
  "spin_multiplicity": 1,
  "lumo_energy_ev": -0.254,
  "total_charge": 0,
  "elements": ["O", "C", "C", "N", "O", "N", "C", "C", "H", "H", "H", "H", "H", "H"],
  "positions_angstrom": [[-0.65217, -2.00482, -0.35036], [-0.18142, -0.82539, -0.51587], [0.59415, -0.43104, -1.67440], [0.67397, 0.85998, -1.76204], [1.04594, 1.27220, -3.01270], [-0.26040, 0.20382, 0.62983], [-1.36655, 0.12370, 1.63408], [0.10607, -0.06358, 1.98137], [1.06334, -1.21005, -2.28626], [1.62569, 2.17535, -2.98246], [-1.94645, -0.84165, 1.73676], [-1.76629, 1.27769, 1.78436], [0.79163, 0.57257, 2.52233], [0.27248, -1.10879, 2.29537]]
}

=====

Stability summary - winner: entry x; margin: 0.2208 hartree.

=====

Entry w
{
  "formula": "C4H6N2O2",
  "method": "the ωB97M-V functional and the def2-TZVPD basis",
  "spin_multiplicity": 1,
  "lumo_energy_ev": -0.543,
  "total_charge": 0,
  "elements": ["C", "C", "C", "N", "C", "O", "O", "N", "H", "H", "H", "H", "H", "H"],
  "positions_angstrom": [[-1.67044, 0.13703, 0.76850], [-0.14943, -0.98981, -1.97563], [0.78677, -0.32671, -0.16483], [1.81424, -0.30563, 0.74720], [0.51221, 0.88428, -1.03260], [0.87524, -1.33592, -1.10923], [-0.70864, -0.77467, 0.28425], [-0.03015, 0.48351, -2.10403], [2.04089, -1.21244, 1.13260], [1.76656, 0.43319, 1.43300], [0.57049, 1.91530, -0.71475], [-1.27878, 0.72210, 1.60826], [-2.02036, 0.82566, -0.00886], [-2.50862, -0.45588, 1.13613]]
}

=====

Entry x
{
  "formula": "C4H6N2O2",
  "method": "the ωB97M-V functional and the def2-TZVPD basis",
  "spin_multiplicity": 1,
  "lumo_energy_ev": 0.638,
  "total_charge": 0,
  "elements": ["H", "N", "C", "C", "O", "C", "C", "N", "O", "H", "H", "H", "H", "H"],
  "positions_angstrom": [[0.42830, -2.16405, -1.72401], [-0.52291, -1.85543, -1.54654], [-0.47749, -0.75905, -0.92509], [-1.66397, 0.10491, -0.54395], [-1.14025, 1.03549, 0.44146], [0.21806, 0.82403, 0.55462], [1.00434, 1.32818, 1.49928], [0.61742, -0.02389, -0.49879], [1.79922, -0.68991, -0.21219], [-2.48565, -0.49618, -0.12325], [-2.11966, 0.69945, -1.39108], [2.01553, 1.00620, 1.58807], [0.56501, 2.03621, 2.15852], [1.76206, -1.04595, 0.72296]]
}

=====

Stability summary - winner: entry x; margin: 0.0790 hartree.

=====

Entry w
{
  "formula": "C4H6N2O2",
  "method": "the ωB97M-V functional and the def2-TZVPD basis",
  "spin_multiplicity": 1,
  "lumo_energy_ev": 0.724,
  "total_charge": 0,
  "elements": ["H", "N", "C", "C", "C", "N", "H", "C", "O", "O", "H", "H", "H", "H"],
  "positions_angstrom": [[-1.36419, -1.99563, 1.81334], [-0.63645, -1.29514, 1.96222], [-0.59037, -0.43515, 1.05741], [0.25233, 0.69313, 0.62960], [1.56001, 0.41261, 0.11112], [1.76329, -0.01949, -1.07956], [2.73911, -0.17934, -1.31690], [-1.08513, -0.01964, -0.26646], [-2.22111, 0.72318, -0.33422], [-0.72564, -0.62406, -1.40822], [-0.06803, 1.71563, 0.77126], [2.40146, 0.60298, 0.79093], [-2.32956, 1.02080, -1.24990], [0.30428, -0.59988, -1.48063]]
}

=====

Entry x
{
  "formula": "C4H6N2O2",
  "method": "the ωB97M-V functional and the def2-TZVPD basis",
  "spin_multiplicity": 1,
  "lumo_energy_ev": 0.692,
  "total_charge": 0,
  "elements": ["O", "C", "N", "O", "C", "C", "N", "C", "H", "H", "H", "H", "H", "H"],
  "positions_angstrom": [[-1.97628, -1.12816, 0.30653], [-1.05396, -0.51058, -0.13530], [-1.23834, 0.83816, -0.15067], [-0.13199, 1.70188, -0.36079], [1.16119, 1.29871, 0.29260], [1.15163, -0.20991, 0.46891], [1.55081, -1.57104, 0.00460], [0.37380, -0.85261, -0.51848], [-1.74881, 1.12280, 0.73550], [1.20533, 1.71532, 1.35456], [1.89761, 1.76041, -0.40949], [0.72838, -0.38170, 1.46548], [2.38208, -1.50268, -0.77490], [0.41830, -0.52747, -1.56103]]
}

=====

Entry y
{
  "formula": "C4H6N2O2",
  "method": "the ωB97M-V functional and the def2-TZVPD basis",
  "spin_multiplicity": 1,
  "lumo_energy_ev": 0.087,
  "total_charge": 0,
  "elements": ["C", "C", "C", "C", "N", "N", "O", "O", "H", "H", "H", "H", "H", "H"],
  "positions_angstrom": [[0.16082, -2.23621, -0.81412], [-0.55469, -1.27787, -0.13760], [0.93579, -0.38975, -1.43808], [-0.29511, 1.19374, -0.08452], [1.04383, -1.63754, -1.68318], [0.02188, -0.05657, -0.50128], [1.32057, 1.37961, 1.17387], [-1.34445, 1.38343, 0.66597], [0.03801, -3.35402, -0.76364], [-1.34929, -1.34151, 0.55950], [1.68347, 0.35483, -1.66648], [0.08765, 2.04892, -0.69844], [1.11726, 0.54432, 1.56753], [-1.50092, 0.42208, 1.16421]]
}

=====

Stability summary - winner: entry w; margin: 0.0046 hartree.

=====

Entry w
{
  "formula": "C4H6N2O2",
  "method": "the ωB97M-V functional and the def2-TZVPD basis",
  "spin_multiplicity": 1,
  "lumo_energy_ev": 0.351,
  "total_charge": 0,
  "elements": ["C", "C", "C", "N", "O", "C", "N", "O", "H", "H", "H", "H", "H", "H"],
  "positions_angstrom": [[3.19191, -1.09913, -0.11203], [1.98252, -0.50731, -0.13745], [0.66767, -0.11564, 0.48584], [-0.00090, 0.61729, -0.31460], [0.31522, 1.96411, 0.17194], [-1.36590, 0.62420, -0.31624], [-2.34343, -0.19042, -0.04873], [-1.89463, -1.53960, 0.03132], [4.24309, -1.17593, -0.54170], [-0.05391, -0.89141, 0.79000], [0.78735, 0.48888, 1.55551], [1.22623, 2.29210, -0.33094], [-1.51642, 1.75788, -0.19010], [-2.49796, -2.26843, 0.11363]]
}

=====

Entry x
{
  "formula": "C4H6N2O2",
  "method": "the ωB97M-V functional and the def2-TZVPD basis",
  "spin_multiplicity": 1,
  "lumo_energy_ev": 0.312,
  "total_charge": 0,
  "elements": ["O", "C", "O", "C", "N", "N", "C", "C", "H", "H", "H", "H", "H", "H"],
  "positions_angstrom": [[3.11930, -0.36168, 0.74899], [2.21126, -0.00843, -0.01107], [1.74505, 1.25272, -0.38051], [1.17948, -0.97471, -0.63521], [-0.12985, -1.00796, -0.66841], [-0.59059, 0.08844, 0.08137], [-1.88420, 0.73702, -0.23563], [-1.78882, -0.40964, 0.75957], [2.50498, 2.04049, -0.07464], [1.82623, -2.01993, -0.97288], [-2.23937, 0.38084, -1.17587], [-1.83543, 1.81010, 0.15669], [-2.34321, -1.34818, 0.63609], [-1.77481, -0.17909, 1.77151]]
}

=====

Entry y
{
  "formula": "C4H6N2O2",
  "method": "the ωB97M-V functional and the def2-TZVPD basis",
  "spin_multiplicity": 1,
  "lumo_energy_ev": [-0.275, -0.275],
  "total_charge": 0,
  "elements": ["C", "C", "C", "C", "O", "N", "N", "O", "H", "H", "H", "H", "H", "H"],
  "positions_angstrom": [[0.44973, -1.58846, -0.41410], [1.48484, 0.06655, -0.17523], [-0.81370, 0.56249, 0.11289], [-0.32890, -0.43975, -0.72425], [0.49205, -2.14358, 0.81428], [-1.39404, 1.65899, -0.48603], [-2.01914, 2.50538, 0.18626], [1.96163, 0.02264, 0.92312], [0.92162, -1.51772, 1.43142], [0.75992, -2.23342, -1.22983], [-2.06023, 2.25044, 1.20115], [1.80270, 0.63686, -1.04648], [-0.87850, 0.42803, 1.19072], [-0.37799, -0.20844, -1.78392]]
}

=====

Entry z
{
  "formula": "C4H6N2O2",
  "method": "the ωB97M-V functional and the def2-TZVPD basis",
  "spin_multiplicity": 1,
  "lumo_energy_ev": 0.471,
  "total_charge": 0,
  "elements": ["C", "C", "N", "O", "N", "C", "C", "O", "H", "H", "H", "H", "H", "H"],
  "positions_angstrom": [[-1.83844, -0.28534, 0.56121], [-1.04617, 0.46454, -0.55167], [0.29785, 0.06160, -0.41544], [0.54799, -1.25201, -0.33216], [1.76123, -1.56781, 0.03619], [2.47979, -0.41748, 0.16514], [1.47773, 0.80370, 0.01662], [1.47012, 1.99966, 0.11251], [-1.23472, -0.20541, 1.63932], [-2.12391, -1.48407, 0.17364], [-2.80564, 0.28464, 0.58794], [-1.21233, 1.53190, -0.46531], [-1.32232, 0.30333, -1.65486], [3.54881, -0.23725, 0.12687]]
}

=====

Stability summary - winner: entry x; margin: 0.0110 hartree.

=====

Entry w
{
  "formula": "C4H6N2O2",
  "method": "the ωB97M-V functional and the def2-TZVPD basis",
  "spin_multiplicity": 1,
  "lumo_energy_ev": 0.421,
  "total_charge": 0,
  "elements": ["C", "C", "C", "C", "H", "H", "H", "H", "H", "H", "N", "N", "O", "O"],
  "positions_angstrom": [[-0.04088, 1.50130, 0.84552], [-0.12598, 0.09309, 1.34950], [0.56137, -0.88399, -0.82828], [-0.76381, -0.11728, -1.50666], [0.35420, 0.08097, 2.33458], [-1.27667, -0.46006, 1.69409], [1.26545, -1.39490, 0.91634], [1.72837, -0.43770, -1.48900], [0.61651, -2.04314, -1.24875], [-1.26520, -0.63501, -2.37422], [0.49420, -0.91796, 0.49479], [-1.36340, 0.94282, -1.21366], [0.23967, 2.46350, 1.50505], [-0.42383, 1.80837, -0.47930]]
}

=====

Entry x
{
  "formula": "C4H6N2O2",
  "method": "the ωB97M-V functional and the def2-TZVPD basis",
  "spin_multiplicity": 1,
  "lumo_energy_ev": 0.290,
  "total_charge": 0,
  "elements": ["O", "C", "N", "N", "C", "C", "C", "O", "H", "H", "H", "H", "H", "H"],
  "positions_angstrom": [[2.01310, 2.16875, -0.27017], [1.27040, 1.61199, 0.57444], [0.10154, 0.86300, 0.30236], [-0.24538, -0.24991, 1.08488], [-1.60954, -0.55629, 0.82514], [-0.50370, -1.48816, 0.51247], [-0.49566, -1.59956, -1.01907], [-0.52201, -0.76051, -1.88291], [1.43458, 2.09429, 1.78119], [-0.07822, 0.46537, -0.64532], [-2.22455, -0.87299, 1.61496], [-1.80748, -0.14478, -0.15656], [-0.03799, -2.33633, 1.11337], [-0.17720, -2.57098, -1.55157]]
}

=====

Entry y
{
  "formula": "C4H6N2O2",
  "method": "the ωB97M-V functional and the def2-TZVPD basis",
  "spin_multiplicity": 1,
  "lumo_energy_ev": 0.615,
  "total_charge": 0,
  "elements": ["H", "N", "C", "C", "O", "C", "C", "N", "O", "H", "H", "H", "H", "H"],
  "positions_angstrom": [[0.57448, -0.43715, -2.74397], [-0.04701, 0.32782, -2.48151], [-0.03108, 0.46817, -1.20799], [-0.76044, 1.53196, -0.37263], [-0.66385, 0.98439, 0.97200], [0.06232, -0.15034, 1.01019], [0.24675, -0.81367, 2.15666], [0.58673, -0.31551, -0.26941], [1.13233, -1.51885, -0.61002], [-1.79296, 1.61956, -0.68335], [-0.25315, 2.52510, -0.45880], [0.77835, -1.75852, 2.19415], [-0.17527, -0.37955, 3.03538], [0.34281, -2.08342, -0.54071]]
}

=====

Stability summary - winner: entry y; margin: 0.0775 hartree.